[1]
Computed, not measured: 7 unconnected molecules or ions with the total composition C35H86N7O9PS at a distorted geometry, with ωB97M-V with the def2-TZVPD basis set.

LUMO level = 0.1 eV
orbital gap = 8.456 eV
SMILES string = [H]/N=C(\C)C[C@]1(CCCCC)OC(=O)O[C@@H]1[PH2]=S.COC[C@@H](C)N.COC[C@@H](C)N.COC[C@@H](C)N.COC[C@@H](C)N.COC[C@@H](C)N.COC[C@@H](C)N

Structure (XYZ):
```
139
Properties=species:S:1:pos:R:3:forces:R:3
H 0.038186 -1.445813 -4.227561 0.62 -0.50 -0.53
N 0.805296 -1.947501 -4.727408 1.51 -2.58 2.02
C 1.278510 -2.907928 -3.938141 -1.89 2.21 -0.29
C 0.527728 -3.048557 -2.499753 -0.12 -0.67 -0.76
C 2.470286 -3.879560 -4.395803 -2.01 1.38 -0.25
C 3.951284 -3.315453 -4.109060 -0.94 -2.80 -2.06
C 4.571403 -4.338920 -3.042634 0.41 -0.29 0.44
C 3.987960 -4.200694 -1.551256 0.24 -0.16 0.08
C 4.552201 -2.934537 -0.731728 -0.68 0.32 -0.14
C 3.538503 -1.659144 -0.745523 0.67 -0.41 -1.09
C 4.339081 -0.283562 -0.979999 -0.69 -0.17 0.55
O 4.164325 -1.913041 -3.848576 2.47 -0.63 0.70
C 5.602254 -1.810146 -4.076104 1.84 0.14 -0.05
O 6.446661 -1.142215 -3.472383 -3.90 -2.56 -2.43
O 5.911571 -2.726084 -5.156863 -0.92 1.21 1.76
C 4.640092 -3.341828 -5.582522 1.05 0.25 2.36
P 3.944695 -1.953731 -6.732298 0.56 1.19 -1.07
S 5.413936 -0.834033 -7.420520 -0.63 -0.56 0.14
H 0.749959 -4.068976 -2.038560 -0.27 1.53 -0.33
H 0.765378 -2.184738 -1.791987 -0.01 -1.34 -0.98
H -0.612173 -2.998142 -2.683147 1.93 -0.22 0.06
H 2.341428 -4.013909 -5.537034 0.13 0.32 1.77
H 2.254987 -4.908077 -3.940460 0.71 1.59 -0.42
H 5.718069 -4.294504 -2.956450 -1.66 0.12 -0.37
H 4.294447 -5.395754 -3.412438 0.56 1.67 0.39
H 2.846880 -4.187784 -1.590107 1.48 0.08 0.14
H 4.272773 -5.164873 -0.978819 -0.38 1.48 -1.04
H 5.551215 -2.582709 -1.182933 -1.39 -0.70 0.79
H 4.687829 -3.262317 0.353619 0.09 0.55 -1.47
H 2.853043 -1.802922 -1.646977 0.76 0.26 1.31
H 2.903478 -1.662585 0.202556 0.92 0.15 -1.22
H 4.588345 -0.071471 -2.071738 -0.34 -0.61 1.51
H 5.318929 -0.349198 -0.393098 -1.40 0.50 -0.70
H 3.654725 0.576150 -0.633637 1.33 -1.11 -0.31
H 4.848146 -4.365722 -6.049221 -0.31 1.61 0.62
H 3.036944 -1.075671 -6.019212 0.14 -1.38 -0.37
H 3.289194 -2.491828 -7.900445 -0.14 -0.16 1.19
C 10.949548 0.683491 -5.347115 -0.09 -0.31 -0.22
O 9.620200 0.193202 -5.333558 0.04 0.37 0.32
C 8.639545 1.151909 -4.945749 -0.37 -0.16 -0.07
C 8.180592 2.086086 -6.083656 0.42 -0.20 -0.20
C 9.187566 3.184267 -6.412625 -0.04 0.33 0.02
N 7.878730 1.334992 -7.308800 -0.03 -0.15 0.23
H 11.126058 1.420310 -4.557789 -0.05 0.06 -0.05
H 11.183523 1.110310 -6.325151 0.14 0.18 0.09
H 11.623129 -0.161227 -5.188008 -0.10 -0.01 0.04
H 7.774127 0.567956 -4.621221 0.12 -0.05 -0.09
H 8.977063 1.719334 -4.069223 0.15 0.07 -0.06
H 7.260876 2.579941 -5.750421 0.01 -0.14 0.05
H 10.045428 2.812962 -6.976003 -0.07 -0.07 0.05
H 8.717269 3.959287 -7.025133 0.02 -0.14 0.03
H 9.558232 3.662533 -5.500866 0.01 -0.04 -0.05
H 7.135134 0.663930 -7.108810 0.20 0.34 -0.03
H 8.687537 0.745778 -7.508035 -0.08 0.14 -0.03
C -3.704489 1.568861 -0.211082 0.09 0.34 -0.14
O -2.354166 1.247662 -0.504977 -0.06 -0.48 0.17
C -2.084783 -0.147087 -0.596424 0.28 0.06 -0.10
C -2.429540 -0.771864 -1.963870 -0.32 0.44 0.07
C -3.923428 -1.003481 -2.168040 -0.16 -0.26 -0.07
N -1.917622 0.044897 -3.072585 0.26 -0.08 0.21
H -4.168866 0.834800 0.454120 0.01 -0.04 -0.05
H -4.277770 1.661731 -1.136293 -0.19 -0.10 0.09
H -3.721308 2.541850 0.283799 0.08 -0.09 0.03
H -1.004435 -0.245831 -0.444496 -0.03 0.10 -0.04
H -2.564435 -0.690026 0.227388 -0.16 0.02 -0.04
H -1.942619 -1.750586 -2.007990 0.00 0.14 0.12
H -4.466771 -0.081129 -2.379661 0.11 0.00 0.05
H -4.091107 -1.672356 -3.017331 0.07 0.11 0.06
H -4.371930 -1.469910 -1.285880 0.02 0.05 -0.04
H -0.904999 0.118023 -2.983045 -0.07 0.03 -0.02
H -2.241788 1.000067 -2.919583 -0.02 -0.14 -0.12
C -3.482276 2.412531 3.836706 -0.09 0.37 -0.03
O -4.815011 2.392472 3.351240 0.12 -0.54 0.05
C -5.537888 1.204470 3.660142 -0.26 -0.02 -0.07
C -6.154182 1.186775 5.073601 0.25 0.34 0.01
C -5.138450 0.907269 6.176777 0.02 -0.23 0.20
N -6.849220 2.446209 5.374815 0.04 -0.09 -0.31
H -3.020732 1.420775 3.819840 -0.08 -0.02 0.05
H -3.456457 2.827159 4.846706 0.16 -0.14 0.05
H -2.897903 3.075953 3.195519 -0.09 -0.04 -0.05
H -6.358271 1.165563 2.935482 0.04 0.10 0.02
H -4.921293 0.316082 3.477510 0.07 0.02 0.10
H -6.890396 0.375532 5.098712 0.02 0.05 -0.14
H -4.505296 1.769294 6.393560 -0.06 -0.01 -0.09
H -5.651189 0.648264 7.107781 0.01 0.08 -0.12
H -4.491406 0.066063 5.910054 -0.01 0.06 0.00
H -7.590369 2.581973 4.689450 -0.01 -0.01 0.16
H -6.197723 3.207095 5.178132 -0.12 -0.03 0.13
C 4.784393 -2.756191 4.353207 0.20 -0.06 -0.30
O 4.088622 -2.069621 3.325697 -0.31 0.09 0.32
C 3.259403 -1.004450 3.781661 -0.06 0.15 -0.27
C 4.007070 0.322664 4.027755 0.33 -0.31 0.00
C 4.811272 0.337272 5.323949 -0.03 0.17 0.26
N 4.900616 0.652205 2.909925 -0.28 -0.18 -0.12
H 4.201266 -2.817956 5.276666 0.01 0.09 -0.01
H 5.746565 -2.275371 4.542325 -0.02 -0.04 0.23
H 4.987410 -3.770734 4.004420 -0.09 0.06 -0.05
H 2.533051 -0.836966 2.979231 0.11 -0.05 -0.04
H 2.682582 -1.311752 4.662741 0.12 -0.03 0.10
H 3.252369 1.113102 4.106656 -0.03 -0.10 -0.09
H 5.732551 -0.243479 5.253648 -0.08 -0.01 -0.08
H 5.100324 1.360783 5.579412 -0.02 -0.11 -0.10
H 4.220907 -0.057421 6.156239 0.05 0.00 -0.05
H 4.343092 0.734043 2.061025 0.10 0.13 0.05
H 5.482962 -0.167636 2.737257 0.01 0.17 0.07
C -5.251109 8.429858 0.929718 -0.03 0.23 0.28
O -6.543192 8.207799 1.470324 -0.03 -0.33 -0.35
C -7.095342 6.928005 1.177564 -0.27 0.01 0.22
C -6.615911 5.800133 2.114513 0.35 0.33 0.00
C -5.205193 5.309894 1.805371 0.17 -0.34 -0.04
N -6.679168 6.207892 3.524864 -0.24 0.12 -0.12
H -5.118965 7.939284 -0.039048 -0.01 -0.08 0.06
H -4.486018 8.094638 1.633339 0.14 -0.08 -0.18
H -5.122387 9.505332 0.792659 -0.12 -0.05 0.00
H -8.176470 7.039625 1.311652 0.07 0.09 0.05
H -6.938885 6.669941 0.122945 0.16 -0.01 0.01
H -7.291999 4.949073 1.974065 -0.06 0.11 0.00
H -4.434079 6.005233 2.142558 -0.12 0.08 -0.03
H -5.016066 4.357501 2.309624 -0.12 0.18 -0.05
H -5.072882 5.147865 0.731097 0.00 0.06 0.03
H -7.643279 6.444588 3.753256 0.08 -0.12 0.06
H -6.187470 7.098319 3.604293 0.02 -0.18 0.02
C -7.593827 -1.965164 2.394178 0.28 0.04 -0.21
O -6.473003 -2.078763 3.255903 -0.31 -0.01 0.32
C -6.724759 -2.794635 4.461946 0.30 -0.05 0.14
C -6.647280 -4.328479 4.317743 -0.07 0.14 -0.41
C -7.874054 -4.939643 3.648061 -0.20 -0.21 0.10
N -5.446683 -4.740175 3.577729 0.09 0.29 0.14
H -8.533003 -1.875249 2.947785 0.03 -0.09 0.02
H -7.633382 -2.818552 1.713815 -0.23 0.00 0.01
H -7.463452 -1.067134 1.786568 0.06 0.00 0.10
H -5.937306 -2.482147 5.156086 0.02 0.02 -0.11
H -7.675285 -2.478920 4.909303 -0.09 -0.04 -0.12
H -6.587094 -4.748899 5.327661 0.07 0.13 -0.02
H -7.890349 -4.774415 2.569405 0.07 0.06 0.07
H -7.891091 -6.022217 3.803315 0.07 0.13 -0.03
H -8.796292 -4.530175 4.070667 0.05 -0.01 -0.04
H -4.624409 -4.410182 4.080348 -0.05 -0.16 -0.01
H -5.428778 -4.205114 2.709186 -0.05 -0.17 0.07
```
Forces are in eV/Å.



[2]
Computed, not measured: a molecular structure, C32H22Cl5N5OTc, with ωB97M-V with the def2-TZVPD basis set.

LUMO level = -10.2 eV
orbital gap = 5.659 eV
net charge = +3

Structure (XYZ):
```
66
Properties=species:S:1:pos:R:3:forces:R:3
Tc 0.173927 -0.189103 0.790698 -0.30 0.32 -0.60
N -1.420467 0.500837 3.487925 0.02 -0.04 0.01
C -0.194350 1.145214 3.434601 -0.09 -0.04 -0.14
C 0.282233 1.744599 4.601853 -0.06 0.02 0.09
C 1.471706 2.424006 4.563349 0.09 0.06 0.02
C 2.179376 2.519793 3.355936 0.01 0.06 0.14
C 1.664298 1.905049 2.258533 -0.23 -0.10 -0.10
N 0.490380 1.200136 2.285945 0.22 0.00 0.00
C -2.241267 -0.048931 2.531798 0.12 0.09 -0.01
C -3.572727 -0.290735 2.906192 -0.04 0.00 0.09
C -4.444070 -0.835910 2.009563 -0.09 -0.04 -0.07
C -4.000039 -1.131002 0.706480 -0.12 -0.02 0.08
C -2.707582 -0.874180 0.396746 0.13 0.11 0.04
N -1.800321 -0.356723 1.294612 0.15 -0.26 0.00
H -1.862225 0.567851 4.394667 0.02 -0.01 -0.02
H -0.289418 1.669873 5.518284 0.02 0.01 -0.01
H 1.854794 2.890420 5.461756 0.00 0.00 -0.01
H 3.112759 3.059145 3.286791 -0.01 0.00 0.02
H 2.166652 1.936428 1.301301 -0.01 -0.04 0.00
H -3.895712 -0.029733 3.905636 0.00 -0.01 -0.01
H -5.472282 -1.017272 2.295304 0.01 -0.01 -0.01
H -4.663859 -1.545049 -0.038833 -0.02 0.03 0.02
H -2.330585 -1.044214 -0.601182 0.02 0.02 0.02
Cl 6.680130 -3.820495 0.477517 0.00 0.00 0.00
C 5.159036 -3.104296 0.725650 0.08 -0.04 -0.01
C 4.789163 -1.985370 -0.025250 -0.03 0.09 -0.08
Cl 5.835297 -1.323430 -1.197000 0.04 0.01 -0.03
C 3.543203 -1.415932 0.192137 0.12 0.29 -0.27
Cl 2.998613 -0.032844 -0.715376 0.14 -0.16 0.18
C 2.684512 -1.926170 1.149023 -0.94 0.26 -0.13
O 1.512576 -1.290568 1.427217 0.50 0.11 0.41
C 3.030065 -3.052204 1.875691 -0.02 -0.30 0.23
Cl 1.903511 -3.666057 3.015542 0.10 -0.01 -0.05
C 4.275908 -3.640084 1.672107 -0.04 -0.08 0.08
Cl 4.712002 -5.011697 2.574968 0.03 -0.04 0.03
N 0.023245 -1.940203 -0.563015 -0.02 0.01 -0.15
C -0.155316 -1.843268 -2.002624 -0.03 -0.05 0.10
C -0.510285 -2.955434 -2.721848 0.02 -0.12 -0.10
C -0.466571 -2.977392 -4.128717 -0.01 -0.01 0.09
C 0.024258 -1.893822 -4.796049 0.04 0.03 -0.01
C 0.369635 -0.717774 -4.087245 0.01 -0.03 -0.16
C 0.917838 0.400820 -4.748920 0.02 -0.02 -0.10
C 1.228088 1.543977 -4.055640 0.02 0.02 -0.02
C 0.855472 1.618312 -2.726766 -0.08 -0.05 0.08
N 0.333907 0.570572 -2.066064 -0.13 0.04 0.09
C 0.190853 -0.666049 -2.689087 -0.01 0.25 0.22
H -0.644976 -2.612426 -0.185929 -0.04 0.05 0.00
H 0.934119 -2.382430 -0.420207 -0.04 -0.06 -0.01
H -0.781479 -3.861851 -2.189493 0.01 0.02 -0.02
H -0.759943 -3.871555 -4.661299 0.01 0.00 0.02
H 0.161022 -1.914652 -5.869893 -0.02 0.01 0.01
H 1.096347 0.341092 -5.816747 0.00 0.00 0.02
H 1.677398 2.404232 -4.530265 -0.01 -0.01 0.00
H 0.930502 2.538089 -2.162684 0.00 -0.01 -0.01
C -0.262399 0.856268 -0.762350 0.61 -0.39 0.02
C -1.237969 1.927416 -0.836246 -0.19 0.05 0.04
C -1.995277 2.087983 -2.019109 -0.04 -0.02 0.06
C -3.016174 3.014699 -2.077790 0.01 0.03 0.05
C -3.290681 3.816395 -0.973113 0.00 0.01 0.02
C -2.542761 3.687105 0.194882 -0.05 0.01 -0.09
C -1.536780 2.745006 0.270944 0.04 -0.01 -0.14
H -1.812282 1.461631 -2.883286 0.00 -0.01 0.00
H -3.597681 3.119814 -2.984129 0.00 0.00 0.02
H -4.083866 4.551407 -1.026311 0.02 -0.01 0.00
H -2.740528 4.336185 1.037129 0.00 0.00 0.00
H -0.932953 2.684498 1.161690 0.01 -0.01 0.05
```
Forces are in eV/Å.